This record from the Open Molecules 2025 dataset describes an isolated molecule of C6H12O. The level of theory is the ωB97M-V functional and the def2-TZVPD basis.

Structure (XYZ):
```
19
Properties=species:S:1:pos:R:3:forces:R:3:mulliken_charge:R:1
C -2.0081 -0.2759 -0.8540 0.04 -0.14 0.12 -1.01
C -1.1234 -0.9280 -0.0995 -0.01 0.09 -0.37 0.62
O -1.3846 -1.4295 1.1534 -0.17 -0.22 0.00 -0.50
C 0.3027 -1.1825 -0.4910 0.00 0.01 -0.07 -0.77
C 1.3171 -0.5733 0.4886 0.08 -0.04 0.02 -0.68
C 1.1374 0.9289 0.8164 0.01 0.02 0.05 -0.43
C 0.5174 1.7992 -0.2978 0.04 0.05 -0.10 -0.83
H -1.7131 0.0667 -1.8414 -0.07 -0.07 0.19 0.30
H -3.0060 -0.0159 -0.5146 0.08 -0.22 0.01 0.32
H -2.2607 -1.8310 1.1539 -0.03 0.27 0.10 0.35
H 0.4577 -2.2688 -0.5208 0.01 0.14 0.00 0.34
H 0.4737 -0.8073 -1.5046 -0.07 -0.04 0.14 0.32
H 1.2710 -1.1418 1.4248 0.06 0.11 -0.13 0.31
H 2.3138 -0.7526 0.0688 -0.10 0.05 0.04 0.38
H 2.1276 1.3266 1.0693 -0.18 -0.03 0.05 0.37
H 0.5490 1.0157 1.7375 -0.05 -0.02 -0.24 0.29
H -0.2735 2.4597 0.0741 0.25 -0.06 0.07 0.24
H 1.2635 2.4190 -0.8019 -0.01 -0.04 0.10 0.31
H 0.0387 1.1906 -1.0613 0.14 0.14 0.03 0.08
```
Forces are in eV/Å.

Results
* calculated total energy: -8463.2996 eV
* gap between HOMO and LUMO: 0.3607 hartree
* energy relative to the best compared isomer or geometry (same formula, charge and spin): 101.7 kJ/mol
* SMILES: C=C(O)CCCC